No. 1
86
Properties=species:S:1:pos:R:3:forces:R:3:lowdin_charge:R:1 method="wB97M-V/def2-TZVPD" e_homo_ev="-14.96 / -14.93" total_charge=+3 homo_lumo_gap_ha="0.213 / 0.237" multiplicity=5 max_force_ev_per_a=1.78 e_lumo_ev="-9.150 / -8.484"
Cr -1.106 -0.056 0.370 -0.6 0.0 -0.1 0.25
F -3.916 6.646 0.269 -0.1 0.1 0.0 0.20
C -3.035 5.678 0.232 0.1 -0.1 0.0 -0.12
C -1.688 5.951 0.025 0.0 0.0 0.0 -0.11
F -1.293 7.192 -0.129 0.0 0.1 0.0 0.19
C -0.755 4.922 -0.016 0.0 -0.2 0.0 -0.19
F 0.512 5.259 -0.204 0.1 0.1 0.0 0.14
C -1.119 3.587 0.141 -0.1 -0.2 0.0 -0.28
P 0.133 2.178 0.210 0.4 1.7 0.1 0.92
C 0.840 2.707 1.806 -0.1 -0.3 0.0 -0.41
C 0.205 2.198 2.943 0.0 0.0 -0.2 -0.14
C 0.608 2.586 4.209 0.0 0.0 0.1 -0.05
C 1.657 3.484 4.351 0.0 0.0 0.0 -0.04
C 2.285 3.999 3.225 0.0 0.0 0.0 -0.03
C 1.878 3.621 1.953 0.0 0.0 -0.1 -0.07
C 1.090 2.706 -1.258 -0.1 -0.3 -0.1 -0.43
C 2.471 2.893 -1.306 -0.1 0.1 0.1 -0.14
C 3.078 3.291 -2.487 0.0 0.0 0.0 -0.04
C 2.323 3.489 -3.635 0.0 0.0 0.0 -0.03
C 0.950 3.299 -3.597 -0.1 0.0 0.0 -0.04
C 0.337 2.911 -2.416 0.0 -0.1 0.1 -0.10
C -2.468 3.371 0.354 0.4 0.2 -0.1 -0.51
Br -3.044 1.591 0.616 -0.6 -0.2 0.1 1.04
C -3.430 4.360 0.399 0.0 -0.3 0.0 -0.24
F -4.703 4.041 0.593 0.0 0.1 0.0 0.11
H -0.624 1.501 2.833 0.0 0.0 0.1 0.08
H 0.107 2.194 5.085 0.0 0.0 0.0 0.12
H 1.981 3.790 5.336 0.0 0.0 0.0 0.12
H 3.095 4.708 3.331 0.0 0.0 0.0 0.12
H 2.359 4.061 1.093 0.0 0.0 0.0 0.10
H 3.081 2.764 -0.424 0.0 -0.1 0.0 0.08
H 4.148 3.454 -2.501 0.0 0.0 0.0 0.12
H 2.803 3.800 -4.553 0.0 0.0 0.0 0.12
H 0.348 3.463 -4.481 0.0 0.0 0.0 0.12
H -0.739 2.770 -2.397 0.0 0.1 0.0 0.11
C 1.818 -0.779 2.348 -0.2 -0.3 -0.5 -0.33
Sb 2.144 -0.001 0.288 1.7 0.2 -0.1 1.38
C 1.272 -0.617 -1.676 -0.2 -0.3 0.6 -0.32
C 3.966 -1.194 -0.068 -0.3 0.3 0.1 -0.25
C 3.759 -2.246 -1.102 0.0 -0.2 -0.1 -0.31
C 4.451 -2.142 -2.309 0.0 0.0 0.1 -0.03
C 4.352 -3.116 -3.289 -0.1 0.0 0.0 -0.04
C 3.547 -4.225 -3.076 0.0 0.0 0.0 -0.05
C 2.838 -4.337 -1.892 -0.1 0.0 0.0 -0.05
C 2.914 -3.355 -0.902 0.1 0.0 -0.1 -0.30
C 2.135 -3.537 0.353 0.0 0.2 -0.1 -0.24
Sb 0.151 -2.597 0.426 0.2 -1.1 0.2 1.34
C -0.763 -3.776 -1.146 0.0 0.2 0.2 -0.25
C -0.506 -3.730 2.137 0.0 0.1 -0.1 -0.25
H 2.522 -0.175 2.925 0.0 0.1 -0.1 0.03
H 2.067 -1.827 2.507 0.0 0.0 0.0 -0.01
H 0.811 -0.571 2.709 0.0 0.0 0.1 -0.02
H 1.867 -0.080 -2.416 0.1 0.1 0.1 0.04
H 0.231 -0.275 -1.758 0.0 0.0 -0.1 -0.03
H 1.338 -1.685 -1.894 -0.1 0.0 -0.1 -0.01
H 4.235 -1.591 0.912 0.0 0.0 0.0 0.07
H 4.739 -0.497 -0.380 0.0 0.0 0.1 0.07
H 5.100 -1.289 -2.469 0.0 0.0 0.0 0.12
H 4.917 -3.021 -4.207 0.0 0.0 0.0 0.12
H 3.484 -5.007 -3.821 0.0 0.0 0.0 0.12
H 2.237 -5.222 -1.716 0.0 0.0 0.0 0.12
H 2.676 -3.182 1.228 -0.1 0.0 0.0 0.05
H 1.877 -4.586 0.502 -0.1 0.0 0.0 0.08
H -1.408 -4.552 -0.733 0.0 0.0 0.0 0.02
H 0.051 -4.264 -1.682 0.0 0.0 0.0 0.01
H -1.308 -3.164 -1.864 0.0 0.0 0.0 0.01
H -0.471 -4.791 1.894 0.0 0.0 0.0 0.03
H -1.511 -3.467 2.470 0.0 0.0 0.0 -0.01
H 0.183 -3.540 2.959 0.0 0.0 0.0 0.03
N -5.590 -2.543 0.241 0.0 -0.1 0.0 0.08
C -4.722 -2.538 -0.981 0.3 0.1 -0.3 -0.07
C -3.701 -1.405 -0.887 -0.2 -0.1 0.0 -0.18
N -2.855 -1.507 0.334 -0.4 0.0 0.0 -0.18
C -3.734 -1.538 1.535 -0.1 -0.1 0.0 -0.18
C -4.755 -2.672 1.480 0.3 0.1 0.3 -0.07
H -6.270 -3.308 0.190 0.0 0.0 0.0 0.20
H -6.139 -1.680 0.281 -0.1 0.0 0.0 0.20
H -5.341 -2.422 -1.869 -0.1 0.0 0.1 0.16
H -4.227 -3.509 -1.036 -0.1 0.0 0.1 0.15
H -4.214 -0.442 -0.883 0.1 0.0 0.0 0.10
H -3.069 -1.439 -1.773 0.0 0.0 0.0 0.14
H -2.425 -2.431 0.285 0.1 0.0 0.0 0.03
H -4.254 -0.582 1.622 0.0 0.0 0.0 0.09
H -3.125 -1.661 2.430 0.0 0.0 0.0 0.14
H -5.399 -2.649 2.358 -0.1 0.0 -0.1 0.16
H -4.264 -3.645 1.444 -0.1 0.0 -0.1 0.15

No. 2
104
Properties=species:S:1:pos:R:3:forces:R:3:lowdin_charge:R:1 method="wB97M-V/def2-TZVPD" e_homo_ev=-16.16 total_charge=+3 homo_lumo_gap_ha=0.264 max_force_ev_per_a=0.71 e_lumo_ev=-8.977
Sc -2.949 -0.208 -0.105 0.6 -0.3 -0.3 0.63
C -0.567 -2.414 3.800 0.0 0.0 -0.1 -0.03
C 0.371 -2.169 2.658 -0.1 0.0 0.1 -0.23
C 1.552 -2.833 2.522 0.1 0.0 0.0 0.10
C 2.439 -2.566 1.447 0.0 0.0 0.0 -0.17
N 2.125 -1.691 0.521 -0.1 -0.1 0.1 0.22
N 0.953 -1.035 0.660 0.1 0.2 -0.3 0.04
B 0.688 0.027 -0.417 0.0 -0.1 0.1 -0.63
N -0.027 -0.458 -1.696 0.2 0.1 0.2 0.14
N 1.280 -0.146 -1.826 -0.1 0.0 0.1 0.25
C 1.886 -0.030 -2.983 0.0 0.1 -0.1 -0.07
C 1.098 -0.438 -4.096 0.1 0.0 0.0 0.12
C -0.207 -0.827 -3.986 -0.1 -0.1 0.0 -0.18
C -1.008 -1.248 -5.172 0.0 0.0 0.0 -0.03
C -0.838 -0.777 -2.683 0.0 0.0 -0.3 -0.61
S -2.491 -1.129 -2.460 0.0 0.1 0.3 0.76
C 3.277 0.562 -3.067 -0.1 0.0 0.0 -0.52
C 3.175 2.014 -2.564 0.0 0.0 0.0 -0.01
C 4.215 -0.236 -2.160 0.0 0.0 0.0 -0.02
C 3.793 0.550 -4.506 0.0 0.0 0.0 -0.03
N 0.635 1.447 0.103 0.1 -0.3 -0.1 0.01
N 1.824 1.633 0.715 -0.1 0.1 0.1 0.19
C 2.074 2.808 1.224 0.0 0.1 0.0 -0.18
C 1.108 3.846 1.122 0.1 0.0 0.0 0.11
C -0.087 3.652 0.495 -0.1 0.1 0.0 -0.21
C -1.115 4.734 0.373 0.0 -0.1 0.0 -0.03
C -0.330 2.352 -0.036 -0.1 0.1 -0.1 -0.58
S -1.786 1.991 -0.894 -0.3 -0.1 0.1 0.72
C 3.417 3.033 1.891 0.0 0.0 0.0 -0.54
C 4.167 4.106 1.083 0.0 0.0 0.0 -0.02
C 4.236 1.744 1.919 0.0 0.0 0.0 -0.05
C 3.183 3.526 3.328 0.0 0.0 0.0 -0.02
C 0.082 -1.201 1.661 0.0 0.0 0.0 -0.54
S -1.306 -0.164 1.803 -0.1 -0.1 0.0 0.76
C 3.768 -3.299 1.382 0.0 0.0 0.0 -0.55
C 4.543 -2.974 2.673 0.0 0.0 0.0 -0.02
C 4.596 -2.868 0.179 0.0 0.0 0.0 -0.05
C 3.493 -4.808 1.301 0.0 0.0 0.0 -0.02
H -0.233 -3.263 4.393 0.0 0.0 0.0 0.10
H -1.580 -2.602 3.442 0.0 0.0 0.0 0.08
H -0.619 -1.538 4.449 0.0 0.0 0.0 0.10
H 1.828 -3.580 3.254 0.0 0.0 0.0 0.14
H 1.557 -0.425 -5.073 0.0 0.0 0.0 0.14
H -0.389 -1.303 -6.064 0.0 0.0 0.0 0.10
H -1.819 -0.538 -5.347 0.0 0.0 0.0 0.11
H -1.474 -2.219 -4.996 0.0 0.0 0.0 0.10
H 2.917 2.046 -1.503 0.0 0.0 -0.1 0.06
H 2.441 2.589 -3.132 0.0 0.0 0.0 0.10
H 4.145 2.494 -2.691 0.0 0.0 0.0 0.11
H 3.860 -0.236 -1.129 0.0 0.0 0.0 0.05
H 5.207 0.216 -2.189 0.0 0.0 0.0 0.11
H 4.307 -1.269 -2.498 0.0 0.0 0.0 0.10
H 3.168 1.141 -5.178 0.0 0.0 0.0 0.10
H 3.891 -0.463 -4.903 0.0 0.0 0.0 0.10
H 4.787 0.996 -4.516 0.0 0.0 0.0 0.11
H 1.330 4.815 1.550 0.0 0.0 0.0 0.14
H -0.752 5.659 0.814 0.0 0.0 0.0 0.10
H -2.037 4.443 0.879 0.0 0.0 0.0 0.09
H -1.367 4.918 -0.672 0.0 0.0 0.0 0.09
H 4.314 3.795 0.046 0.0 0.0 0.0 0.08
H 5.149 4.271 1.527 0.0 0.0 0.0 0.10
H 3.641 5.063 1.085 0.0 0.0 0.0 0.09
H 4.463 1.388 0.911 0.0 0.0 0.0 0.07
H 3.712 0.947 2.452 0.0 0.0 0.0 0.08
H 5.179 1.936 2.431 0.0 0.0 0.0 0.10
H 2.656 4.481 3.360 0.0 0.0 0.0 0.09
H 4.146 3.673 3.816 0.0 0.0 0.0 0.10
H 2.617 2.798 3.913 0.0 0.0 0.0 0.10
H 4.690 -1.898 2.788 0.0 0.0 0.0 0.09
H 5.526 -3.442 2.625 0.0 0.0 0.0 0.10
H 4.045 -3.355 3.566 0.0 0.0 0.0 0.09
H 4.834 -1.804 0.220 0.0 0.0 0.0 0.08
H 4.078 -3.078 -0.757 0.0 0.0 0.0 0.08
H 5.533 -3.424 0.180 0.0 0.0 0.0 0.10
H 2.956 -5.185 2.173 0.0 0.0 0.0 0.08
H 4.443 -5.341 1.253 0.0 0.0 0.0 0.10
H 2.923 -5.060 0.404 0.0 0.0 0.0 0.10
O -9.588 4.218 -0.278 0.1 -0.1 0.0 0.16
C -8.252 4.200 -0.327 -0.1 0.0 0.0 -0.47
O -7.627 5.203 -0.499 0.1 0.0 0.0 0.16
C -7.533 2.874 -0.169 -0.1 0.0 0.0 -0.08
C -8.143 1.624 -0.207 0.0 -0.1 0.0 0.03
C -7.396 0.460 -0.088 -0.1 0.0 0.0 0.02
C -6.025 0.556 0.083 0.1 -0.2 0.0 -0.24
C -5.414 1.802 0.112 0.0 0.1 0.0 -0.03
C -6.155 2.957 -0.016 0.0 0.0 0.0 0.03
N -5.137 -0.560 0.204 0.1 0.4 -0.1 0.01
C -5.522 -1.757 0.417 -0.1 -0.1 0.1 0.00
C -4.532 -2.837 0.485 -0.1 0.1 0.0 -0.23
C -4.920 -4.150 0.655 0.0 -0.1 0.0 0.04
C -3.939 -5.136 0.683 0.0 0.0 0.0 0.02
C -2.616 -4.761 0.539 0.0 0.0 0.0 0.01
C -2.314 -3.416 0.375 0.0 0.0 0.0 -0.11
N -3.243 -2.467 0.352 -0.1 0.2 -0.1 -0.02
H -9.980 3.362 -0.070 0.0 0.0 0.0 0.11
H -9.210 1.521 -0.356 0.0 0.0 0.0 0.13
H -7.899 -0.496 -0.154 0.0 0.0 0.0 0.12
H -4.338 1.891 0.246 0.1 0.1 0.1 0.04
H -5.697 3.937 -0.006 0.0 0.0 0.0 0.14
H -6.569 -2.012 0.561 0.0 0.0 0.0 0.15
H -5.968 -4.398 0.760 0.0 0.0 0.0 0.14
H -4.210 -6.176 0.810 0.0 0.0 0.0 0.14
H -1.822 -5.495 0.548 0.0 0.0 0.0 0.13
H -1.287 -3.093 0.250 0.0 0.0 0.0 0.11

No. 3
119
Properties=species:S:1:pos:R:3:forces:R:3:lowdin_charge:R:1 method="wB97M-V/def2-TZVPD" e_homo_ev="-6.76 / -6.97" homo_lumo_gap_ha="0.263 / 0.213" relative_energy_kj_mol=78.6 multiplicity=3 max_force_ev_per_a=4.56 e_lumo_ev="0.396 / -1.184"
Ti -0.637 0.514 0.761 1.5 1.0 1.8 0.40
C 1.945 1.348 3.907 -0.1 -0.6 -0.2 -0.13
C 0.828 2.387 3.903 0.0 -0.6 -1.0 -0.52
C 0.814 3.115 5.204 -0.6 1.0 1.0 -0.13
P -0.727 1.591 3.244 -1.1 -1.0 -0.8 1.07
C -2.007 0.834 4.499 0.9 -0.1 0.1 -0.51
C -2.187 1.559 5.822 -2.0 1.6 0.5 -0.14
C -1.625 -0.604 4.893 0.3 -0.7 0.2 -0.14
C -1.509 2.975 2.342 -1.2 1.2 0.6 -0.32
C -2.497 3.818 2.944 1.7 -0.2 -0.2 -0.03
C -2.706 5.098 2.443 -0.3 -0.9 0.1 -0.29
C -3.726 5.987 3.080 0.3 0.8 -1.2 -0.07
C -2.052 5.520 1.259 -1.3 -0.6 1.6 -0.03
C -1.317 4.631 0.529 0.3 0.6 -0.4 -0.01
C -1.042 3.356 1.060 0.4 -0.3 -0.8 -0.31
N -0.312 2.444 0.318 -0.5 -2.3 1.2 -0.11
C 0.070 2.491 -1.010 -0.9 2.0 -2.6 -0.31
C -0.868 2.759 -2.089 0.9 -0.3 0.0 -0.22
C -2.368 2.549 -1.988 0.5 0.6 1.0 -0.05
C -0.361 3.123 -3.334 0.8 0.6 -1.3 -0.02
C 1.023 3.255 -3.677 0.0 -1.4 3.0 -0.25
C 1.584 3.812 -4.932 0.3 -0.5 -0.9 -0.07
C 1.888 2.793 -2.652 -0.8 0.4 -0.3 0.00
C 1.415 2.435 -1.378 0.2 0.0 0.6 -0.22
C 2.426 2.153 -0.309 0.1 1.8 1.9 -0.04
H 2.919 1.821 3.871 0.3 0.1 0.3 0.08
H 1.879 0.709 3.050 0.1 0.0 -0.8 0.01
H 1.894 0.593 4.699 0.0 0.6 0.4 0.09
H 1.032 3.061 3.022 -0.2 -0.3 0.9 0.12
H 0.932 2.453 6.056 0.1 -0.4 0.0 0.07
H -0.114 3.664 5.447 0.4 0.1 -0.5 0.08
H 1.670 3.792 5.252 -0.1 0.2 0.0 0.08
H -2.984 0.734 3.997 0.5 0.5 -0.3 0.09
H -2.754 2.544 5.680 0.8 -1.2 0.3 0.08
H -1.260 1.803 6.331 0.2 -0.2 0.0 0.05
H -2.824 0.958 6.536 0.7 0.5 -0.8 0.09
H -0.888 -0.641 5.717 -0.3 0.3 -0.3 0.08
H -1.191 -1.244 4.115 -0.3 0.3 -0.2 0.06
H -2.545 -1.090 5.273 0.5 0.1 -0.2 0.08
H -2.922 3.454 3.892 0.0 0.5 -0.6 0.09
H -4.582 6.095 2.402 0.0 0.1 0.2 0.08
H -3.274 6.980 3.201 -0.4 -0.1 0.2 0.08
H -4.090 5.613 4.007 -0.2 -0.2 0.8 0.06
H -2.335 6.528 1.017 0.5 0.3 -0.8 0.11
H -0.921 4.943 -0.448 0.0 -0.4 0.5 0.13
H -2.613 1.580 -2.427 -0.2 0.2 -0.3 0.07
H -2.898 3.419 -2.413 0.0 -0.7 -0.2 0.09
H -2.678 2.487 -0.941 0.0 0.0 0.0 0.05
H -1.043 3.379 -4.159 -0.1 -0.2 0.5 0.12
H 2.549 4.303 -4.791 -0.1 -0.1 0.3 0.08
H 0.920 4.544 -5.352 -0.4 0.3 -0.4 0.07
H 1.770 3.027 -5.698 -0.3 0.4 0.4 0.09
H 2.977 2.825 -2.735 -0.2 0.0 -0.3 0.11
H 2.059 2.045 0.752 -0.2 -0.1 -1.3 0.07
H 3.087 3.032 -0.218 0.0 -0.2 -0.2 0.09
H 3.078 1.350 -0.485 0.8 -1.3 -0.6 0.05
S -2.907 -0.174 0.930 0.2 -1.8 -1.1 0.62
C -2.569 -1.749 -0.006 -1.6 2.3 0.7 -0.53
N -3.602 -2.622 -0.113 0.5 -1.2 -0.4 -0.09
C -3.290 -4.075 -0.396 0.1 1.4 0.0 -0.07
C -2.180 -4.156 -1.426 0.5 0.3 -0.3 -0.09
N -1.088 -3.172 -1.199 -0.9 -0.3 0.8 -0.11
C 0.260 -3.594 -1.475 1.1 0.4 0.8 -0.15
C 0.758 -4.778 -0.678 -0.7 0.1 1.6 -0.24
C 1.590 -5.698 -1.247 1.2 -1.2 -0.5 -0.05
C 2.179 -6.716 -0.455 -1.0 0.0 0.1 -0.08
C 1.825 -6.840 0.885 0.7 0.1 1.0 -0.10
C 0.924 -5.926 1.475 0.6 -0.6 0.5 -0.16
C 0.437 -4.926 0.683 -1.5 1.4 -0.6 -0.16
C -1.348 -1.936 -0.667 0.5 -0.5 -1.5 -0.61
S -0.347 -0.584 -1.270 -0.8 -1.2 0.0 0.72
C -4.984 -2.276 0.217 -0.5 -0.4 0.4 -0.15
C -5.955 -2.181 -0.967 1.3 -0.7 0.1 -0.19
C -5.823 -1.162 -1.913 -0.6 -0.7 0.2 -0.03
C -6.674 -1.181 -3.006 0.6 -0.2 -0.3 -0.08
C -7.458 -2.300 -3.292 -0.2 0.8 0.9 -0.08
C -7.610 -3.296 -2.333 0.6 0.8 0.1 -0.08
C -6.868 -3.221 -1.164 0.1 0.0 0.8 -0.06
H -4.190 -4.560 -0.781 0.1 0.1 0.1 0.13
H -2.978 -4.542 0.530 -0.1 -0.1 0.3 0.12
H -2.622 -3.975 -2.404 0.0 0.3 -0.3 0.13
H -1.746 -5.162 -1.495 -0.1 0.2 0.4 0.13
H 0.963 -2.717 -1.284 -1.0 -1.1 -0.7 0.11
H 0.301 -3.999 -2.454 0.2 0.5 -1.6 0.11
H 1.823 -5.640 -2.322 0.0 0.0 0.5 0.12
H 2.807 -7.506 -0.857 0.1 0.4 -0.3 0.10
H 2.400 -7.565 1.522 -0.9 0.6 -0.7 0.12
H 0.707 -5.884 2.571 0.2 -0.4 -1.2 0.11
H -0.258 -4.157 1.093 0.7 -0.7 -0.1 0.11
H -4.962 -1.327 0.712 0.0 0.4 0.3 0.04
H -5.342 -3.013 0.960 0.0 0.2 -0.4 0.13
H -5.085 -0.375 -1.868 0.0 0.1 0.5 0.11
H -6.599 -0.304 -3.629 -0.3 -0.2 -0.6 0.10
H -8.055 -2.327 -4.176 -0.3 0.0 -0.5 0.09
H -8.333 -4.054 -2.490 -0.4 -0.8 -0.1 0.09
H -6.982 -3.937 -0.325 0.0 0.3 -0.8 0.12
Se 2.263 -3.148 2.490 0.2 1.1 -0.1 0.64
C 1.524 -1.677 1.818 -2.4 3.2 -0.6 -0.84
N 0.904 -0.679 1.476 2.3 -3.8 1.0 -0.11
C 5.639 0.904 -3.401 -0.3 0.1 -0.1 -0.19
C 6.619 -0.079 -4.136 1.6 0.7 -0.2 -0.16
N 7.261 -1.120 -3.220 -2.0 0.9 1.1 -0.12
C 7.836 -0.363 -2.074 1.5 0.7 0.7 -0.20
C 6.871 0.643 -1.331 -1.0 -1.2 -0.1 -0.17
N 5.493 0.579 -1.933 0.7 -1.7 -1.4 -0.13
C 5.104 -0.910 -1.897 -0.9 0.9 -0.4 -0.17
C 6.108 -1.888 -2.543 1.3 0.0 0.8 -0.17
H 4.658 0.838 -3.924 0.3 0.0 0.8 0.10
H 5.952 1.972 -3.542 0.0 -0.9 0.4 0.11
H 7.441 0.556 -4.622 -0.7 -1.0 0.9 0.12
H 6.167 -0.566 -5.006 -0.2 -0.2 0.4 0.10
H 8.721 0.275 -2.402 -0.9 -1.1 0.1 0.12
H 8.191 -1.088 -1.291 -0.1 0.5 -1.0 0.11
H 7.242 1.650 -1.397 0.0 0.5 -0.2 0.09
H 6.801 0.407 -0.239 -0.1 0.0 -0.9 0.12
H 4.137 -1.090 -2.426 0.4 0.8 0.5 0.12
H 4.939 -1.139 -0.850 0.0 -0.1 0.2 0.10
H 5.624 -2.602 -3.205 0.0 0.4 -0.6 0.10
H 6.485 -2.571 -1.720 0.3 0.9 -1.0 0.12

No. 4
4
Properties=species:S:1:pos:R:3:forces:R:3:lowdin_charge:R:1 method="wB97M-V/def2-TZVPD" e_homo_ev=-10.07 homo_lumo_gap_ha=0.310 relative_energy_kj_mol=142.7 max_force_ev_per_a=2.06 smiles="O=NN=O" e_lumo_ev=-1.646
O -1.082 -0.314 -1.323 0.6 0.1 0.7 0.05
N -0.246 -0.300 -0.452 0.2 1.2 0.7 -0.04
N 0.296 0.373 0.415 -0.6 -1.6 -1.1 -0.04
O 1.031 0.240 1.360 -0.2 0.3 -0.2 0.03